This record from the Open Molecules 2025 dataset describes a single C4H6N2O2 molecule at a distorted geometry. The level of theory is wB97M-V/def2-TZVPD.

Geometry as ORCA input:
```
! wB97M-V def2-TZVPD RIJCOSX def2/J DEFGRID3
* xyz 0 1
C 0.88017 0.25317 -3.62636
N 0.97499 0.81526 -2.40857
N -0.02929 0.09158 -1.61143
C -0.27834 0.53885 -0.45600
C -0.42918 -0.29871 0.94274
O -0.46413 -1.54784 1.06097
O -0.17585 0.51878 1.96045
C -0.43851 -0.16385 3.34432
H -0.06244 -0.59956 -3.64200
H 1.84272 0.37642 -4.34302
H -0.31276 1.54127 -0.07086
H 0.05448 -1.20168 3.22912
H -1.47263 -0.52755 3.28149
H 0.04568 0.31900 4.28577
*
```

Values from the calculation:
DFT total energy in Eh: -415.82796
Relative energy (zero: lowest compared OMol25 entry of this formula, charge and spin) in kcal per mole: 133.45

This record from the Open Molecules 2025 dataset describes a single CH2IOP molecule at a distorted geometry. The level of theory is wB97M-V/def2-TZVPD.

Geometry as ORCA input:
```
! wB97M-V def2-TZVPD RIJCOSX def2/J DEFGRID3
* xyz 0 1
O 1.52914 0.62513 0.68355
C 0.42144 0.38461 0.46607
P -0.49411 -0.97732 -0.33292
I -2.51268 0.04162 -0.65418
H -0.47895 1.30291 0.77384
H -0.83271 -1.37496 1.04312
*
```

Values from the calculation:
DFT total energy in Eh: -753.53910
Relative energy (zero: lowest compared OMol25 entry of this formula, charge and spin) in kcal per mole: 21.12

This record from the Open Molecules 2025 dataset describes 2 unconnected molecules or ions with the total composition C4H8O2. The level of theory is wB97M-V/def2-TZVPD.

Geometry as ORCA input:
```
! wB97M-V def2-TZVPD RIJCOSX def2/J DEFGRID3
* xyz 0 1
C 1.46578 -0.11912 -0.19169
C 0.24879 -0.24021 0.70691
C -0.49986 1.07220 0.88345
O -0.19166 2.10163 0.33791
C -0.74357 -1.29064 0.23146
O -0.62529 -1.91239 -0.79405
H 2.02451 -1.05855 -0.20632
H 1.16386 0.11185 -1.21580
H 2.12148 0.68186 0.15869
H 0.52816 -0.54839 1.72978
H -1.37620 1.03061 1.56619
H -1.61440 -1.45934 0.90134
H -1.20084 1.10160 -1.99623
H -1.33551 0.39411 -2.18288
*
```

Values from the calculation:
DFT total energy in Eh: -307.62957
Relative energy (zero: lowest compared OMol25 entry of this formula, charge and spin) in kcal per mole: 51.99

This record from the Open Molecules 2025 dataset describes a single C4H5NO molecule at a distorted geometry. The level of theory is wB97M-V/def2-TZVPD.

Geometry as ORCA input:
```
! wB97M-V def2-TZVPD RIJCOSX def2/J DEFGRID3
* xyz 0 1
C 1.16294 -1.24415 -0.20212
C 0.06476 -0.24650 0.07449
C -0.38919 0.32081 1.21663
O -1.30511 1.31852 0.72143
C -1.25125 1.32645 -0.68814
N -0.54559 0.32019 -1.05447
H 1.59993 -0.73427 -0.97759
H 0.80982 -2.21662 -0.57652
H 1.87558 -1.28189 0.65942
H -0.22526 0.39076 2.21924
H -1.79663 2.04670 -1.39237
*
```

Values from the calculation:
DFT total energy in Eh: -285.36479
Relative energy (zero: lowest compared OMol25 entry of this formula, charge and spin) in kcal per mole: 31.24

This record from the Open Molecules 2025 dataset describes 2 unconnected molecules or ions with the total composition C6H11I at a distorted geometry. The level of theory is wB97M-V/def2-TZVPD.

Geometry as ORCA input:
```
! wB97M-V def2-TZVPD RIJCOSX def2/J DEFGRID3
* xyz 0 1
C -1.38437 -0.07136 -0.55301
C -0.73907 -1.06265 0.00096
C -2.00378 -0.31157 -1.94765
C 1.99151 -0.53172 0.36302
C 0.52882 1.38865 1.15599
C 0.93570 -0.08859 1.22793
I 1.00692 -0.69883 3.29624
H -1.37104 0.90400 -0.17325
H -0.48221 -2.15165 -0.10084
H -2.37492 -1.31909 -2.03787
H -2.86067 0.33179 -2.07883
H -1.23643 -0.14170 -2.78380
H 2.92499 -0.07888 0.59784
H 2.10603 -1.59538 0.29129
H 1.74385 0.09154 -0.55461
H 1.29708 2.10955 1.34086
H -0.34752 1.63969 1.77188
H 0.26512 1.58618 0.18386
*
```

Values from the calculation:
DFT total energy in Eh: -532.74777
Relative energy (zero: lowest compared OMol25 entry of this formula, charge and spin) in kcal per mole: 60.09

This record from the Open Molecules 2025 dataset describes a gas-phase ion, C3H4N3O2 (charge +1) at a distorted geometry. The level of theory is wB97M-V/def2-TZVPD.

Geometry as ORCA input:
```
! wB97M-V def2-TZVPD RIJCOSX def2/J DEFGRID3
* xyz 1 3
C -0.72289 -0.79327 0.26295
C -0.21376 0.38323 -0.09085
C 0.13124 -1.78912 0.82348
N 1.42053 -1.64645 0.63747
N 1.11163 0.36966 -0.32474
N 1.83932 -0.69889 -0.11206
O 1.13669 1.82781 -1.99040
O 1.86941 1.37190 -0.83004
H -1.75775 -0.83414 0.63622
H -0.94197 1.24151 -0.24104
H -0.12681 -2.75658 1.32271
H 1.78127 2.24673 -2.50104
*
```

Values from the calculation:
<S²>: 2.020
DFT total energy in Eh: -430.84066
Relative energy (zero: lowest compared OMol25 entry of this formula, charge and spin) in kcal per mole: 92.39

This record from the Open Molecules 2025 dataset describes a single C3H5N3 molecule at a distorted geometry. The level of theory is wB97M-V/def2-TZVPD.

Geometry as ORCA input:
```
! wB97M-V def2-TZVPD RIJCOSX def2/J DEFGRID3
* xyz 0 1
N -2.01637 -0.38950 0.27925
C -0.64456 -0.19108 0.12237
C 0.08682 1.03878 0.00171
C 1.36087 0.62826 -0.26737
N 1.39275 -0.71655 -0.23392
N 0.16005 -1.23541 0.02613
H -2.59584 0.26481 -0.22941
H -2.27470 -1.34531 0.05917
H 0.12200 1.90991 0.62733
H 2.21234 1.25747 -0.48691
H 2.19663 -1.22138 0.10164
*
```

Values from the calculation:
DFT total energy in Eh: -281.54423
Relative energy (zero: lowest compared OMol25 entry of this formula, charge and spin) in kcal per mole: 28.75

This record from the Open Molecules 2025 dataset describes a single C3H5NO2 molecule at a distorted geometry. The level of theory is wB97M-V/def2-TZVPD.

Geometry as ORCA input:
```
! wB97M-V def2-TZVPD RIJCOSX def2/J DEFGRID3
* xyz 0 1
C -1.75311 -0.16576 0.02179
C -0.30778 -0.23573 0.16858
C 0.69064 0.66457 -0.02779
N 2.05762 0.11538 0.03911
O 2.05095 -1.10959 0.20029
O 2.95847 0.89486 -0.16628
H -1.84872 -0.19624 -0.97648
H -2.20019 -1.08577 0.40220
H -2.32006 0.66276 0.37396
H 0.00441 -1.27069 0.33058
H 0.66777 1.72621 -0.36597
*
```

Values from the calculation:
DFT total energy in Eh: -322.40121
Relative energy (zero: lowest compared OMol25 entry of this formula, charge and spin) in kcal per mole: 108.64